[1]
{"formula": "C3H5NO2", "method": "ωB97M-V/def2-TZVPD", "smiles": "CNC(=O)C=O", "fmax_ev_per_a": 0.61, "total_charge": 0, "gap_ev": 10.1, "lumo_energy_ev": 0.220, "de_lowest_kcal_mol": 19.4, "species": ["C", "N", "C", "O", "C", "O", "H", "H", "H", "H", "H"], "positions_angstrom": [[1.4405, 0.9680, 0.1005], [0.4685, -0.0996, -0.0328], [-0.8672, 0.0630, 0.0522], [-1.4707, 1.0990, 0.2634], [-1.6254, -1.2583, -0.1399], [-1.2744, -2.1023, -0.9291], [1.6584, 1.4577, -0.8552], [1.0622, 1.7234, 0.7934], [2.3757, 0.5657, 0.4984], [0.7588, -1.0423, -0.2398], [-2.5264, -1.3744, 0.4890]], "atomic_forces_ev_per_a": [[0.1, 0.1, 0.1], [-0.2, -0.1, 0.0], [0.1, 0.1, 0.0], [0.2, -0.3, 0.0], [0.1, -0.3, -0.2], [-0.1, 0.4, 0.5], [-0.1, -0.1, 0.1], [0.0, -0.1, -0.1], [-0.2, 0.0, 0.0], [0.2, 0.1, -0.1], [0.0, 0.1, -0.1]]}

[2]
{"formula": "C3H5NO2", "method": "ωB97M-V/def2-TZVPD", "smiles": "N=C=O.CC=O", "fmax_ev_per_a": 0.92, "total_charge": 0, "gap_ev": 10.3, "lumo_energy_ev": 0.662, "de_lowest_kcal_mol": 25.6, "species": ["N", "C", "O", "H", "C", "C", "O", "H", "H", "H", "H"], "positions_angstrom": [[2.2995, 0.3313, 0.3538], [1.6360, 1.0606, -0.3558], [0.8652, 1.6747, -0.9866], [3.2852, 0.4133, 0.5254], [-1.6727, -0.1572, 0.2695], [-0.4802, -0.9625, -0.1791], [-0.4240, -1.5534, -1.2319], [-2.5893, -0.6519, -0.0574], [-1.6731, -0.0220, 1.3551], [-1.6348, 0.8341, -0.1994], [0.3884, -0.9670, 0.5063]], "atomic_forces_ev_per_a": [[-0.2, 0.4, -0.3], [-0.2, 0.3, -0.2], [0.6, -0.5, 0.5], [0.1, 0.1, -0.1], [-0.1, -0.1, 0.0], [-0.1, -0.1, -0.2], [-0.1, 0.2, 0.4], [0.0, 0.1, 0.0], [0.0, 0.0, -0.2], [0.1, -0.2, 0.1], [-0.2, -0.2, -0.1]]}

[3]
{"formula": "C3H5NO2", "method": "ωB97M-V/def2-TZVPD", "smiles": "C[C@H]1OC=NO1", "fmax_ev_per_a": 2.98, "total_charge": 0, "gap_ev": 10.2, "lumo_energy_ev": 1.005, "de_lowest_kcal_mol": 67.4, "species": ["C", "C", "O", "C", "N", "O", "H", "H", "H", "H", "H"], "positions_angstrom": [[1.6108, -0.0782, -0.1835], [0.1899, -0.1023, 0.2798], [-0.7024, 0.9532, -0.1552], [-1.8986, 0.4217, -0.0718], [-1.9064, -0.8664, -0.1050], [-0.5694, -1.1879, -0.1376], [2.1083, 0.7337, 0.3079], [2.0066, -1.0626, -0.0141], [1.7671, 0.1583, -1.2616], [0.1615, -0.0789, 1.4389], [-2.7675, 1.1093, -0.0977]], "atomic_forces_ev_per_a": [[-0.6, 0.7, -1.8], [-1.7, 0.5, 1.6], [2.3, 1.9, 0.4], [-1.6, -0.9, -0.5], [-1.2, 1.5, 0.6], [1.6, -2.2, -0.6], [0.5, 0.0, 0.7], [0.5, -0.2, 0.4], [-0.6, -0.4, 0.5], [0.1, 0.1, -1.3], [0.7, -0.9, 0.0]]}

[4]
{"formula": "C3H5NO2", "method": "ωB97M-V/def2-TZVPD", "fmax_ev_per_a": 0.64, "total_charge": 0, "gap_ev": [7.0, 7.0], "lumo_energy_ev": [-1.543, -1.543], "de_lowest_kcal_mol": 92.3, "species": ["N", "C", "C", "O", "C", "O", "H", "H", "H", "H", "H"], "positions_angstrom": [[1.7972, -0.4434, 0.2638], [0.7378, -0.5408, -0.4872], [-0.4959, -0.9691, 0.3119], [-1.4108, 0.2267, 0.3322], [-0.8715, 1.3356, 0.1389], [0.4746, -0.1725, -1.6635], [2.5790, -0.1222, -0.3151], [-1.1108, -1.7136, -0.1880], [-0.3153, -1.1976, 1.3617], [-1.5663, 2.1760, 0.1033], [0.2186, 1.4334, 0.1528]], "atomic_forces_ev_per_a": [[0.1, -0.2, -0.2], [0.0, 0.2, 0.2], [0.0, -0.3, 0.1], [0.1, 0.6, -0.1], [-0.3, -0.5, 0.2], [0.1, 0.1, 0.2], [-0.1, 0.0, 0.0], [0.1, 0.0, 0.1], [0.0, 0.0, -0.2], [0.2, -0.1, -0.1], [-0.1, 0.1, -0.2]]}

[5]
{"formula": "C3H5NO2", "method": "ωB97M-V/def2-TZVPD", "fmax_ev_per_a": 2.60, "total_charge": 0, "gap_ev": 9.1, "lumo_energy_ev": 0.784, "de_lowest_kcal_mol": 101.4, "species": ["O", "C", "C", "N", "C", "O", "H", "H", "H", "H", "H"], "positions_angstrom": [[0.7692, 1.0886, -0.7092], [-0.0745, 0.8456, 0.5689], [-1.1275, -0.0912, 0.0461], [-0.1889, -1.1438, -0.3042], [1.0313, -0.5792, -0.0401], [2.1504, -0.9858, 0.0766], [1.6365, 1.4247, -0.4250], [-0.3955, 1.8385, 0.8311], [-1.8102, -0.4000, 0.8386], [-1.7163, 0.1985, -0.8335], [-0.3177, -2.1168, -0.0699]], "atomic_forces_ev_per_a": [[0.1, 0.1, -0.6], [1.0, 0.0, -1.3], [0.0, -0.4, 0.2], [0.3, -0.3, -1.0], [0.3, -1.0, 2.4], [-1.6, 1.1, -0.5], [-0.4, -0.1, 0.0], [-0.1, 0.3, 0.8], [0.1, 0.1, 0.1], [0.1, 0.2, 0.1], [0.1, 0.1, -0.1]]}

[6]
{"formula": "C3H5NO2", "method": "ωB97M-V/def2-TZVPD", "smiles": "C=CN(O)C=O", "fmax_ev_per_a": 8.12, "total_charge": 0, "gap_ev": 9.7, "lumo_energy_ev": 0.128, "de_lowest_kcal_mol": 135.9, "species": ["C", "C", "N", "O", "C", "O", "H", "H", "H", "H", "H"], "positions_angstrom": [[1.8240, -0.6539, -0.0385], [0.4543, -0.7410, -0.2593], [-0.4465, 0.4705, -0.4478], [0.0805, 1.7810, -0.1001], [-1.7769, 0.1788, -0.2712], [-2.5417, -0.7525, 0.0017], [2.3822, 0.2498, -0.2987], [2.2626, -1.5979, 0.0049], [-0.0134, -1.6282, 0.2207], [0.2769, 1.5656, 1.0672], [-2.5019, 1.1278, 0.1210]], "atomic_forces_ev_per_a": [[-3.8, 1.5, -2.2], [1.9, 2.4, 2.2], [1.6, -3.2, -0.2], [-0.3, -3.5, 4.9], [-5.3, 4.3, 4.4], [3.2, -1.2, -1.9], [-0.1, -0.4, 0.3], [1.1, -1.2, 0.7], [-0.4, 0.6, -1.3], [-0.7, 1.4, -5.1], [2.8, -0.7, -1.9]]}

[7]
{"formula": "C3H5NO2", "method": "ωB97M-V/def2-TZVPD", "fmax_ev_per_a": 0.60, "total_charge": 0, "gap_ev": 10.1, "lumo_energy_ev": 0.899, "de_lowest_kcal_mol": 42.1, "species": ["C", "C", "O", "C", "O", "N", "H", "H", "H", "H", "H"], "positions_angstrom": [[-1.9360, 0.3820, 0.1239], [-0.8222, -0.5208, -0.3354], [-0.9560, -1.5816, -0.8697], [1.4673, -0.7758, 0.1031], [0.4051, 0.0722, -0.1056], [2.5366, 0.0066, 0.1263], [-2.8372, -0.2157, 0.2687], [-1.6614, 0.8963, 1.0472], [-2.1378, 1.1413, -0.6394], [3.4309, -0.4144, 0.3225], [2.5105, 1.0099, -0.0417]], "atomic_forces_ev_per_a": [[-0.1, 0.0, 0.1], [-0.4, -0.4, -0.2], [0.1, 0.5, 0.3], [0.2, 0.5, 0.0], [0.2, -0.2, 0.0], [-0.1, -0.3, 0.0], [0.1, 0.1, -0.1], [0.0, -0.1, -0.1], [0.1, -0.1, 0.1], [-0.2, 0.0, -0.1], [-0.1, -0.1, 0.0]]}

[8]
{"formula": "C3H5NO2", "method": "ωB97M-V/def2-TZVPD", "smiles": "C[C@@]1(O)NC1=O", "fmax_ev_per_a": 4.98, "total_charge": 0, "gap_ev": 10.5, "lumo_energy_ev": 0.718, "de_lowest_kcal_mol": 74.1, "species": ["C", "C", "O", "N", "C", "O", "H", "H", "H", "H", "H"], "positions_angstrom": [[-0.6099, 1.2855, 0.3487], [-0.1675, -0.3614, -0.0150], [-1.1566, -1.2640, 0.0302], [0.8769, -0.4050, -1.0721], [1.2509, -0.7040, 0.1515], [2.1734, -1.1143, 0.7961], [-1.4219, 1.1797, 1.0156], [-0.8839, 1.7631, -0.6624], [0.1423, 1.8784, 0.9448], [-0.9507, -1.9936, 0.5457], [0.7471, -0.2643, -2.0832]], "atomic_forces_ev_per_a": [[1.2, -2.2, -1.7], [1.3, 4.7, 1.0], [-1.8, 1.7, -1.8], [-2.1, 0.3, -1.6], [1.0, -0.9, 0.6], [0.0, 0.2, 0.1], [-1.3, 0.1, 0.3], [0.4, -0.6, 1.8], [-0.3, -0.9, -1.2], [0.8, -2.1, 1.6], [0.9, -0.3, 0.8]]}

[9]
{"formula": "C3H5NO2", "method": "ωB97M-V/def2-TZVPD", "smiles": "N=C=C(O)CO", "fmax_ev_per_a": 2.73, "total_charge": 0, "gap_ev": 9.0, "lumo_energy_ev": 0.677, "de_lowest_kcal_mol": 100.3, "species": ["N", "C", "C", "O", "C", "O", "H", "H", "H", "H", "H"], "positions_angstrom": [[1.3882, -1.0481, 1.3018], [0.4742, -0.5078, 0.6996], [-0.4407, 0.3910, 0.2791], [-1.0655, 1.2266, 1.1564], [-0.3066, 0.5037, -1.2279], [0.1146, -0.8557, -1.3780], [1.5156, -2.0450, 1.4206], [-0.3609, 1.5419, 1.7362], [-1.2116, 0.6645, -1.8227], [0.4572, 1.2395, -1.5188], [-0.5643, -1.1104, -0.6462]], "atomic_forces_ev_per_a": [[0.3, 0.4, -0.6], [-0.1, 0.4, 1.6], [0.9, 0.3, 0.2], [0.0, 0.4, 0.2], [-0.3, 0.2, 0.2], [-1.1, -0.4, -0.4], [-0.6, 0.0, 0.2], [-0.4, 0.3, 0.2], [-0.1, 0.3, 0.4], [0.0, -0.4, -0.1], [1.3, -1.3, -2.0]]}

[10]
{"formula": "C3H5NO2", "method": "ωB97M-V/def2-TZVPD", "fmax_ev_per_a": 6.23, "total_charge": 0, "gap_ev": 10.3, "lumo_energy_ev": 0.695, "de_lowest_kcal_mol": 103.1, "species": ["C", "C", "C", "N", "O", "O", "H", "H", "H", "H", "H"], "positions_angstrom": [[0.4796, 0.3323, -0.1902], [-0.1496, -0.4143, -1.9745], [-0.0450, 0.3238, 2.0294], [0.2517, 0.7954, -1.3418], [-0.0540, -1.2563, -0.8324], [0.8955, 0.4834, 0.9784], [-1.2473, -0.3940, -2.4080], [0.5239, -0.7134, -2.8668], [-0.6419, -0.6270, 1.6504], [-0.5976, 1.2422, 1.9925], [0.5848, 0.2278, 2.9630]], "atomic_forces_ev_per_a": [[-2.1, -3.9, -4.4], [-1.3, -1.2, -1.2], [-0.6, -2.2, 0.0], [0.8, 2.3, 0.9], [1.0, 1.7, 1.3], [2.0, 0.8, -0.3], [2.0, 0.3, 0.9], [-0.7, 0.5, 1.6], [0.8, 1.9, 1.7], [-0.8, 0.2, 0.6], [-1.1, -0.2, -1.1]]}

[11]
{"formula": "C3H5NO2S", "method": "ωB97M-V/def2-TZVPD", "smiles": "O=C([O-])NCC[S-]", "fmax_ev_per_a": 2.56, "total_charge": -2, "gap_ev": 5.9, "lumo_energy_ev": 6.032, "de_lowest_kcal_mol": 17.1, "species": ["O", "C", "O", "N", "C", "C", "S", "H", "H", "H", "H", "H"], "positions_angstrom": [[-2.6964, 0.0520, -0.2725], [-1.8530, -0.5704, -0.9663], [-2.1413, -1.2075, -2.0374], [-0.4844, -0.4774, -0.7142], [0.2325, -0.2743, 0.5479], [1.4012, 0.7769, 0.5960], [2.5809, 0.7795, 2.0156], [0.0115, -0.1259, -1.5200], [-0.4882, 0.1148, 1.2924], [0.4951, -1.2800, 0.8551], [1.9756, 0.4384, -0.3089], [0.9664, 1.7739, 0.5125]], "atomic_forces_ev_per_a": [[0.4, -0.4, 0.8], [-1.9, 0.5, -1.6], [0.3, 0.2, 0.5], [2.1, 0.7, 0.0], [-1.5, 1.0, 1.4], [0.2, -1.9, -1.2], [-0.4, -0.2, -0.1], [0.0, -0.5, -0.1], [0.0, -0.4, -0.2], [0.8, 0.0, 0.5], [-0.1, 1.1, 0.4], [0.1, -0.1, -0.4]]}

[12]
{"formula": "C3H5NO2S", "method": "ωB97M-V/def2-TZVPD", "fmax_ev_per_a": 3.79, "total_charge": 0, "gap_ev": 10.5, "lumo_energy_ev": -0.181, "de_lowest_kcal_mol": 115.7, "species": ["C", "C", "C", "N", "O", "O", "S", "H", "H", "H", "H", "H"], "positions_angstrom": [[0.7365, -1.5432, 0.3809], [-0.6788, -0.8867, 0.5163], [0.1744, -0.5591, -0.6072], [1.0079, 1.1982, -0.2840], [0.3500, 3.5616, 0.1449], [-1.4149, 2.0300, -0.6575], [-0.0317, 2.3020, -0.3557], [1.5589, -1.1484, 0.9586], [0.7722, -2.6917, 0.1273], [-1.4022, -1.6177, 0.2443], [-0.8921, -0.1174, 1.2468], [-0.1803, -0.5276, -1.7147]], "atomic_forces_ev_per_a": [[-0.8, -1.0, -1.0], [1.4, -0.5, 0.4], [0.7, 3.3, -1.8], [-1.7, -2.6, -0.9], [0.3, 1.5, 0.0], [0.5, 0.4, -0.2], [-0.3, -2.9, 0.6], [0.0, -0.1, 0.1], [0.0, 2.6, 0.4], [-1.0, -0.1, 0.1], [-0.1, -0.3, 0.1], [1.2, -0.3, 2.2]]}